No. 1
This record from the Open Molecules 2025 dataset describes a structure of composition C31H37N6O6P2RbS3. The level of theory is wB97M-V/def2-TZVPD.

Output
Lowest unoccupied orbital energy in eV: 0.186
Total charge: 0
Kohn-Sham gap in eV: 8.2

CARTESIAN COORDINATES (ANGSTROEM)
Rb1 10.746 15.053 15.969
C1 13.371 20.585 15.348
C2 13.827 19.506 16.319
N1 14.886 19.648 17.007
N2 14.975 18.503 17.754
C3 14.096 17.554 17.426
S1 14.072 15.967 17.812
N3 13.322 18.233 16.497
N4 12.248 17.703 15.781
H1 14.198 21.320 15.248
H2 12.491 21.071 15.794
H3 13.171 20.308 14.389
H4 15.878 18.300 18.236
H5 11.543 18.433 15.723
H6 12.679 17.476 14.871
O1 9.588 12.514 16.170
S2 9.207 12.464 14.747
O2 7.755 12.335 14.527
O3 9.791 13.607 14.003
C4 10.034 11.024 13.924
C5 9.258 10.174 13.177
C6 9.783 9.213 12.349
C7 11.141 9.030 12.459
C8 11.965 9.874 13.090
C9 11.422 10.950 13.838
P1 12.679 12.094 14.710
C10 14.216 11.789 13.834
C11 15.399 11.464 14.476
C12 16.626 11.416 13.765
C13 16.582 11.712 12.438
C14 15.423 12.043 11.768
C15 14.228 12.134 12.462
C16 12.928 11.223 16.272
C17 12.593 9.884 16.500
C18 12.699 9.291 17.756
C19 13.374 9.975 18.775
C20 13.690 11.281 18.611
C21 13.483 11.893 17.381
H7 8.162 10.290 13.196
H8 9.200 8.559 11.763
H9 11.572 8.182 11.915
H10 13.052 9.650 13.160
H11 15.416 11.214 15.488
H12 17.584 11.234 14.304
H13 17.484 11.757 11.802
H14 15.452 12.202 10.681
H15 13.236 12.465 12.062
H16 12.132 9.237 15.731
H17 12.494 8.225 17.934
H18 13.509 9.484 19.738
H19 14.105 11.872 19.438
H20 13.734 12.946 17.369
N5 8.889 15.097 12.016
C22 9.167 16.387 11.962
S3 9.642 17.291 13.287
N6 8.931 16.990 10.791
C23 8.230 16.370 9.712
C24 8.734 15.343 8.908
C25 7.967 14.819 7.842
C26 6.757 15.390 7.546
C27 6.276 16.428 8.340
C28 6.931 16.876 9.457
H21 9.141 14.546 12.803
H22 8.491 14.652 11.218
H23 8.845 17.996 10.789
H24 9.798 15.072 9.002
H25 8.408 14.141 7.127
H26 6.225 15.148 6.666
H27 5.366 16.908 7.941
H28 6.510 17.646 10.110
C29 17.304 19.064 11.834
O4 16.424 17.926 11.854
P2 15.836 17.599 13.370
O5 15.559 16.021 13.094
C30 15.202 15.163 14.157
O6 14.298 18.169 13.315
C31 13.621 17.852 12.081
H29 17.107 19.659 12.716
H30 17.158 19.730 11.033
H31 18.322 18.774 11.708
H32 14.087 15.257 14.299
H33 15.736 15.437 15.056
H34 15.337 14.113 13.775
H35 12.634 17.644 12.467
H36 14.095 17.051 11.489
H37 13.594 18.816 11.455

Results of the Löwdin charge analysis, in e, for atoms 1 through 2: atom 1 (Rb): 0.7406, atom 2 (C): 0.0141

---

No. 2
This record from the Open Molecules 2025 dataset describes a structure of composition C31H38AsIrN4O3S. The level of theory is wB97M-V/def2-TZVPD.

Output
Lowest unoccupied orbital energy in eV: -4.863
Total charge: +2
Kohn-Sham gap in eV: 7.9

CARTESIAN COORDINATES (ANGSTROEM)
Ir1 0.223 0.057 -0.888
O1 -0.375 -2.093 -0.981
C1 0.566 -3.196 -0.860
C2 1.232 -3.497 -2.176
C3 1.835 -2.253 -2.836
C4 2.720 -1.434 -1.937
C5 4.080 -1.719 -1.951
C6 4.977 -0.984 -1.199
C7 4.483 0.076 -0.462
C8 3.128 0.323 -0.488
N1 2.237 -0.425 -1.170
H1 -0.808 -2.139 -1.845
H2 0.023 -4.057 -0.471
H3 1.291 -2.868 -0.116
H4 0.506 -3.943 -2.864
H5 1.993 -4.260 -1.998
H6 1.052 -1.630 -3.260
H7 2.450 -2.580 -3.674
H8 4.426 -2.528 -2.580
H9 6.033 -1.216 -1.215
H10 5.121 0.722 0.123
H11 2.728 1.178 0.029
S1 0.668 2.291 -0.975
C9 -0.076 2.925 0.508
C10 -0.403 4.278 0.554
C11 -0.857 4.841 1.736
C12 -0.984 4.070 2.888
C13 -0.662 2.725 2.845
C14 -0.233 2.149 1.652
As1 0.354 0.329 1.508
C15 -0.940 -0.809 2.363
C16 -0.740 -2.190 2.327
C17 -1.688 -3.049 2.864
C18 -2.841 -2.532 3.442
C19 -3.041 -1.159 3.481
C20 -2.097 -0.296 2.937
C21 1.923 0.314 2.630
C22 2.294 -0.813 3.355
C23 3.421 -0.766 4.165
C24 4.171 0.396 4.247
C25 3.792 1.525 3.530
C26 2.667 1.489 2.723
H12 -0.283 4.891 -0.331
H13 -1.105 5.894 1.762
H14 -1.325 4.518 3.810
H15 -0.728 2.125 3.747
H16 0.159 -2.604 1.883
H17 -1.522 -4.118 2.845
H18 -3.575 -3.199 3.874
H19 -3.929 -0.755 3.950
H20 -2.271 0.773 2.962
H21 1.704 -1.719 3.318
H22 3.704 -1.638 4.741
H23 5.044 0.430 4.885
H24 4.363 2.440 3.612
H25 2.359 2.382 2.192
C27 -5.207 0.447 0.293
N2 -3.881 0.902 -0.094
C28 -2.831 0.103 -0.297
N3 -2.992 -1.226 -0.172
O2 -1.749 0.649 -0.665
H26 -5.190 -0.043 1.269
H27 -5.619 -0.233 -0.453
H28 -5.861 1.310 0.362
H29 -3.698 1.886 -0.204
H30 -3.808 -1.569 0.308
H31 -2.150 -1.773 -0.062
C29 -1.630 2.305 -5.381
N4 -1.155 1.059 -4.780
C30 -1.057 -0.098 -5.661
C31 -0.803 1.014 -3.517
O3 -0.324 -0.026 -2.978
H32 -2.650 2.174 -5.739
H33 -0.988 2.571 -6.219
H34 -1.600 3.101 -4.642
H35 -1.929 -0.110 -6.312
H36 -1.034 -1.006 -5.071
H37 -0.157 -0.033 -6.273
H38 -0.930 1.921 -2.925

Results of the Löwdin charge analysis, in e, for atoms 1 through 2: atom 1 (Ir): 0.9777, atom 2 (O): -0.2196

---

No. 3
This record from the Open Molecules 2025 dataset describes a structure of composition C31H38Cl2N3OPdSi. The level of theory is wB97M-V/def2-TZVPD.

Output
Lowest unoccupied orbital energy (alpha / beta) in eV: -1.964 / -5.145
Multiplicity: 5
Total charge: +1
Kohn-Sham gap (alpha / beta) in eV: 7.9 / 6.6

CARTESIAN COORDINATES (ANGSTROEM)
Pd1 -0.094 0.401 -0.195
N1 1.618 0.178 3.763
C1 1.371 0.154 2.449
O1 0.214 0.291 2.029
C2 2.556 -0.039 1.531
C3 2.208 0.018 0.068
H1 0.850 0.251 4.411
H2 2.546 0.045 4.126
H3 2.990 -1.009 1.788
H4 3.302 0.715 1.798
H5 2.256 -0.928 -0.459
H6 2.647 0.837 -0.490
C4 -0.124 -0.056 -2.345
Si1 -0.888 1.666 -2.499
C5 -0.216 3.000 -1.348
N2 -0.131 2.609 0.083
C6 1.069 3.155 0.748
C7 0.983 4.666 0.947
C8 -0.367 5.082 1.571
C9 -1.158 3.855 2.015
C10 -1.390 2.903 0.849
C11 -0.263 2.187 -4.185
C12 1.083 2.512 -4.391
C13 1.539 2.885 -5.646
C14 0.655 2.924 -6.719
C15 -0.679 2.588 -6.536
C16 -1.136 2.212 -5.279
C17 -2.742 1.627 -2.505
C18 -3.461 0.451 -2.749
C19 -4.845 0.469 -2.873
C20 -5.535 1.670 -2.755
C21 -4.838 2.848 -2.521
C22 -3.454 2.825 -2.404
H7 0.902 -0.193 -2.672
H8 -0.768 -0.876 -2.654
H9 -0.809 3.912 -1.482
H10 0.790 3.227 -1.707
H11 1.934 2.903 0.136
H12 1.184 2.644 1.702
H13 1.127 5.164 -0.013
H14 1.819 4.969 1.580
H15 -0.961 5.637 0.840
H16 -0.209 5.753 2.414
H17 -2.132 4.146 2.411
H18 -0.636 3.333 2.822
H19 -2.105 3.346 0.153
H20 -1.822 1.977 1.215
H21 1.793 2.471 -3.569
H22 2.580 3.141 -5.791
H23 1.010 3.211 -7.700
H24 -1.365 2.615 -7.372
H25 -2.180 1.952 -5.148
H26 -2.945 -0.497 -2.844
H27 -5.382 -0.452 -3.063
H28 -6.613 1.688 -2.856
H29 -5.371 3.787 -2.442
H30 -2.930 3.762 -2.244
C23 -0.045 -2.847 0.213
C24 0.073 -4.236 0.105
C25 0.779 -4.991 1.078
C26 0.890 -6.356 0.973
C27 0.303 -7.025 -0.107
C28 -0.399 -6.305 -1.081
C29 -0.511 -4.940 -0.978
C30 0.422 -8.456 -0.215
N3 0.518 -9.599 -0.301
H31 0.364 -2.316 1.062
H32 -0.596 -2.291 -0.537
H33 1.235 -4.474 1.914
H34 1.428 -6.925 1.720
H35 -0.850 -6.835 -1.909
H36 -1.058 -4.384 -1.730
Cl1 -2.685 -0.451 0.382
C31 -4.453 -0.258 0.598
Cl2 -5.322 -1.710 0.128
H37 -4.767 0.559 -0.041
H38 -4.634 -0.061 1.646

Results of the Löwdin charge analysis, in e, for atoms 1 through 2: atom 1 (Pd): 0.7155, atom 2 (N): 0.2023

---

Number 1: maximum force 3.5 eV/Å. Number 2: maximum force 0.7 eV/Å. Number 3: maximum force 1.1 eV/Å.